No. 1
# C39H40BBrN6O4Re

A structure of composition C39H40BBrN6O4Re in a non-equilibrium geometry (ωB97M-V/def2-TZVPD, the Open Molecules 2025 dataset).

The energy is -4816.46239 hartree. As for the multiplicity: 2. The total charge is +2. For the energy above the lowest of the compared OMol25 structures with the same formula, charge and spin, the calculation gives 1.719 eV. The calculation puts the orbital gap (alpha / beta) at 7.13 / 6.96 eV. For the LUMO energy (alpha / beta), the calculation gives -0.2208 / -0.2235 Ha.

Element x y z (Å)
Re (-1.562, -1.423, -0.852)
C (2.701, -5.290, -0.284)
C (1.307, -4.916, -0.700)
C (0.412, -5.860, -1.193)
C (-0.878, -5.484, -1.558)
C (-1.193, -4.162, -1.415)
Br (-2.929, -3.377, -1.724)
N (-0.363, -3.215, -0.961)
C (0.872, -3.601, -0.614)
H (2.754, -6.342, -0.013)
H (3.036, -4.684, 0.556)
H (3.392, -5.125, -1.113)
H (0.709, -6.897, -1.288)
H (-1.604, -6.194, -1.928)
H (1.530, -2.823, -0.246)
O (-4.913, -1.369, -1.151)
C (-4.466, -0.257, -1.058)
N (-5.093, 0.933, -1.076)
C (-4.225, 2.027, -0.638)
C (-2.920, 1.279, -0.696)
O (-1.796, 1.954, -0.592)
N (-3.035, 0.015, -0.894)
C (-4.152, 3.206, -1.604)
C (-4.343, 2.990, -2.965)
C (-4.178, 4.032, -3.865)
C (-3.807, 5.290, -3.414)
C (-3.617, 5.508, -2.056)
C (-3.777, 4.468, -1.151)
C (-4.617, 2.380, 0.802)
C (-5.653, 3.284, 1.012)
C (-6.128, 3.509, 2.295)
C (-5.584, 2.821, 3.371)
C (-4.564, 1.906, 3.161)
C (-4.080, 1.682, 1.880)
H (-6.097, 1.015, -1.103)
H (-4.629, 2.009, -3.327)
H (-4.339, 3.861, -4.921)
H (-3.678, 6.103, -4.116)
H (-3.347, 6.491, -1.695)
H (-3.619, 4.645, -0.096)
H (-6.093, 3.810, 0.174)
H (-6.935, 4.212, 2.452)
H (-5.969, 2.983, 4.369)
H (-4.152, 1.353, 3.995)
H (-3.289, 0.953, 1.734)
C (0.128, 3.463, -2.124)
C (0.401, 2.662, -0.837)
C (-0.522, 1.489, -0.763)
N (-0.221, 0.254, -0.872)
H (0.861, 4.264, -2.203)
H (-0.866, 3.909, -2.111)
H (0.226, 2.823, -3.001)
H (0.203, 3.300, 0.027)
H (1.439, 2.343, -0.804)
C (6.881, -0.417, 2.048)
C (6.951, -0.836, 0.579)
C (7.854, 0.152, -0.178)
C (7.575, -2.240, 0.530)
C (5.584, -0.848, -0.097)
C (5.458, -1.370, -1.392)
C (4.253, -1.417, -2.082)
C (3.156, -0.901, -1.433)
O (1.835, -0.793, -1.862)
B (1.198, -0.131, -0.851)
O (2.021, 0.148, 0.212)
C (3.269, -0.347, -0.173)
C (4.453, -0.314, 0.525)
H (7.875, -0.498, 2.488)
H (6.219, -1.071, 2.620)
H (6.556, 0.618, 2.171)
H (8.819, 0.236, 0.322)
H (7.399, 1.144, -0.211)
H (8.030, -0.178, -1.202)
H (8.551, -2.224, 1.015)
H (7.717, -2.595, -0.490)
H (6.945, -2.956, 1.062)
H (6.337, -1.747, -1.896)
H (4.178, -1.824, -3.081)
H (4.494, 0.117, 1.515)
N (-2.860, -2.917, 1.709)
C (-2.059, -1.981, 2.298)
C (-1.891, -1.965, 3.692)
C (-1.088, -1.012, 4.263)
C (-0.432, -0.091, 3.444)
C (-0.609, -0.185, 2.090)
N (-1.404, -1.108, 1.509)
H (-3.416, -3.499, 2.313)
H (-3.284, -2.682, 0.825)
H (-2.423, -2.690, 4.292)
H (-0.976, -0.961, 5.338)
H (0.201, 0.682, 3.852)
H (-0.102, 0.497, 1.431)



No. 2
# C6H13BeO3

A structure of composition C6H13BeO3 in a non-equilibrium geometry (ωB97M-V/def2-TZVPD, the Open Molecules 2025 dataset).

The energy is -476.72127 hartree. As for the multiplicity: 2. For the energy above the lowest of the compared OMol25 structures with the same formula, charge and spin, the calculation gives 2.292 eV. The calculation puts the orbital gap (alpha / beta) at 5.41 / 8.69 eV. For the LUMO energy (alpha / beta), the calculation gives 0.0287 / 0.0270 Ha.

Element x y z (Å)
C (0.613, -0.721, 2.952)
O (-0.018, -0.391, 1.739)
C (-0.865, 0.788, 1.781)
C (-1.635, 0.862, 0.500)
O (-0.877, 1.645, -0.456)
C (-0.864, 1.233, -1.792)
C (0.364, 0.404, -2.110)
O (0.316, -0.862, -1.460)
C (1.496, -1.629, -1.628)
Be (-0.774, -0.982, 0.078)
H (1.277, -1.573, 2.765)
H (1.211, 0.129, 3.320)
H (-0.128, -0.995, 3.720)
H (-0.213, 1.658, 1.982)
H (-2.590, 1.383, 0.670)
H (-0.819, 2.133, -2.425)
H (-1.781, 0.688, -2.072)
H (1.266, 0.944, -1.777)
H (0.434, 0.236, -3.197)
H (1.813, -1.976, -0.638)
H (1.294, -2.492, -2.278)
H (2.295, -1.016, -2.070)
H (-1.816, 0.532, 2.396)



No. 3
# C21H32N7O4PtS

A structure of composition C21H32N7O4PtS (ωB97M-V/def2-TZVPD, the Open Molecules 2025 dataset).

The energy is -2020.24263 hartree. As for the multiplicity: 5. The total charge is +3. For the energy above the lowest of the compared OMol25 structures with the same formula, charge and spin, the calculation gives 0.000 eV. The calculation puts the orbital gap (alpha / beta) at 8.56 / 5.08 eV. For the LUMO energy (alpha / beta), the calculation gives -0.3252 / -0.4557 Ha.

Element x y z (Å)
Pt (0.378, -0.642, 0.277)
C (-5.383, -1.550, -0.004)
N (-4.183, -0.724, -0.165)
C (-2.958, -1.199, -0.138)
N (-2.697, -2.472, 0.048)
S (-1.691, 0.012, -0.414)
H (-6.240, -0.888, 0.062)
H (-5.318, -2.122, 0.921)
H (-5.506, -2.211, -0.862)
H (-4.304, 0.259, -0.361)
H (-3.449, -3.138, 0.163)
H (-1.739, -2.812, 0.075)
C (1.023, -1.683, 4.671)
N (0.967, -0.232, 4.461)
C (1.199, 0.661, 5.604)
C (0.614, 0.235, 3.290)
C (0.490, 1.704, 3.049)
O (0.332, -0.613, 2.368)
H (1.342, -1.870, 5.689)
H (1.733, -2.131, 3.978)
H (0.038, -2.119, 4.509)
H (1.653, 0.083, 6.402)
H (0.254, 1.075, 5.958)
H (1.877, 1.466, 5.329)
H (-0.205, 2.144, 3.766)
H (0.117, 1.883, 2.044)
H (1.448, 2.208, 3.184)
C (0.518, -3.801, -3.432)
C (0.726, -4.796, -2.303)
C (1.683, -4.324, -1.162)
C (1.784, -5.413, -0.075)
C (2.658, -5.008, 1.100)
C (3.053, -4.091, -1.777)
O (3.770, -4.977, -2.126)
N (3.453, -2.754, -1.969)
C (2.829, -1.632, -1.514)
O (3.263, -0.511, -1.667)
N (1.628, -1.842, -0.824)
C (1.109, -3.071, -0.587)
O (0.089, -3.057, 0.142)
H (-0.154, -4.224, -4.177)
H (1.450, -3.560, -3.943)
H (0.064, -2.869, -3.084)
H (1.166, -5.720, -2.686)
H (-0.222, -5.062, -1.832)
H (2.196, -6.297, -0.563)
H (0.773, -5.662, 0.251)
H (3.683, -4.812, 0.784)
H (2.698, -5.806, 1.839)
H (2.269, -4.118, 1.606)
H (4.336, -2.623, -2.451)
N (2.087, 2.822, -1.831)
C (1.091, 2.076, -1.384)
N (1.445, 1.302, -0.340)
C (2.746, 1.556, -0.127)
C (3.643, 0.989, 0.823)
C (4.933, 1.423, 0.807)
C (5.364, 2.399, -0.131)
C (4.497, 2.975, -1.089)
C (3.208, 2.534, -1.058)
H (2.033, 3.463, -2.613)
H (0.108, 2.083, -1.829)
H (3.299, 0.228, 1.512)
H (5.658, 1.022, 1.501)
H (6.399, 2.716, -0.124)
H (4.868, 3.704, -1.796)



No. 4
# C3H2O3Yb

A structure of composition C3H2O3Yb in a non-equilibrium geometry (ωB97M-V/def2-TZVPD, the Open Molecules 2025 dataset).

The energy is -1498.43371 hartree. As for the multiplicity: 2. The total charge is +3. For the energy above the lowest of the compared OMol25 structures with the same formula, charge and spin, the calculation gives 4.134 eV. The calculation puts the orbital gap (alpha / beta) at 10.25 / 5.86 eV. For the LUMO energy (alpha / beta), the calculation gives -0.5576 / -0.6954 Ha.

Element x y z (Å)
O (1.164, 1.944, 2.182)
C (1.343, 1.009, 1.539)
C (1.051, 0.035, 0.598)
O (1.039, 0.408, -0.733)
C (-0.101, 0.048, -1.317)
O (-0.064, 0.315, -2.554)
H (-0.857, 0.007, -3.022)
Yb (-1.360, -1.045, 0.480)
H (1.864, -0.606, 1.243)



Question: energy above the lowest of the compared OMol25 structures with the same formula, charge and spin of number 2 (C6H13BeO3)?
Answer: 2.292 eV



Copy entry 3 word for word.
# C21H32N7O4PtS

A structure of composition C21H32N7O4PtS (ωB97M-V/def2-TZVPD, the Open Molecules 2025 dataset).

The energy is -2020.24263 hartree. As for the multiplicity: 5. The total charge is +3. For the energy above the lowest of the compared OMol25 structures with the same formula, charge and spin, the calculation gives 0.000 eV. The calculation puts the orbital gap (alpha / beta) at 8.56 / 5.08 eV. For the LUMO energy (alpha / beta), the calculation gives -0.3252 / -0.4557 Ha.

Element x y z (Å)
Pt (0.378, -0.642, 0.277)
C (-5.383, -1.550, -0.004)
N (-4.183, -0.724, -0.165)
C (-2.958, -1.199, -0.138)
N (-2.697, -2.472, 0.048)
S (-1.691, 0.012, -0.414)
H (-6.240, -0.888, 0.062)
H (-5.318, -2.122, 0.921)
H (-5.506, -2.211, -0.862)
H (-4.304, 0.259, -0.361)
H (-3.449, -3.138, 0.163)
H (-1.739, -2.812, 0.075)
C (1.023, -1.683, 4.671)
N (0.967, -0.232, 4.461)
C (1.199, 0.661, 5.604)
C (0.614, 0.235, 3.290)
C (0.490, 1.704, 3.049)
O (0.332, -0.613, 2.368)
H (1.342, -1.870, 5.689)
H (1.733, -2.131, 3.978)
H (0.038, -2.119, 4.509)
H (1.653, 0.083, 6.402)
H (0.254, 1.075, 5.958)
H (1.877, 1.466, 5.329)
H (-0.205, 2.144, 3.766)
H (0.117, 1.883, 2.044)
H (1.448, 2.208, 3.184)
C (0.518, -3.801, -3.432)
C (0.726, -4.796, -2.303)
C (1.683, -4.324, -1.162)
C (1.784, -5.413, -0.075)
C (2.658, -5.008, 1.100)
C (3.053, -4.091, -1.777)
O (3.770, -4.977, -2.126)
N (3.453, -2.754, -1.969)
C (2.829, -1.632, -1.514)
O (3.263, -0.511, -1.667)
N (1.628, -1.842, -0.824)
C (1.109, -3.071, -0.587)
O (0.089, -3.057, 0.142)
H (-0.154, -4.224, -4.177)
H (1.450, -3.560, -3.943)
H (0.064, -2.869, -3.084)
H (1.166, -5.720, -2.686)
H (-0.222, -5.062, -1.832)
H (2.196, -6.297, -0.563)
H (0.773, -5.662, 0.251)
H (3.683, -4.812, 0.784)
H (2.698, -5.806, 1.839)
H (2.269, -4.118, 1.606)
H (4.336, -2.623, -2.451)
N (2.087, 2.822, -1.831)
C (1.091, 2.076, -1.384)
N (1.445, 1.302, -0.340)
C (2.746, 1.556, -0.127)
C (3.643, 0.989, 0.823)
C (4.933, 1.423, 0.807)
C (5.364, 2.399, -0.131)
C (4.497, 2.975, -1.089)
C (3.208, 2.534, -1.058)
H (2.033, 3.463, -2.613)
H (0.108, 2.083, -1.829)
H (3.299, 0.228, 1.512)
H (5.658, 1.022, 1.501)
H (6.399, 2.716, -0.124)
H (4.868, 3.704, -1.796)